(1)
The following is a quantum chemistry calculation of C5H10O2 in the gas phase, from the OMol25 dataset.

Properties
- Spin multiplicity: 1

The geometry in XYZ format:
```
17
C5H10O2 ωB97M-V with the def2-TZVPD basis set
C -0.42 -2.54 0.16
O -0.28 -1.16 0.36
C -0.46 -0.40 -0.85
C -0.12 1.03 -0.72
C -0.61 2.13 0.11
C 0.81 1.53 0.35
O 1.17 0.93 1.53
H -1.43 -2.80 -0.19
H -0.24 -3.03 1.12
H 0.30 -2.91 -0.58
H 0.18 -0.87 -1.62
H -1.49 -0.53 -1.20
H 1.65 1.43 -0.60
H -0.74 3.13 -0.32
H -1.28 2.00 0.98
H 1.95 2.07 0.08
H 1.01 -0.02 1.39
```

Need the natural (NBO) charges? In units of e they are: atom 1 (C): -0.247, atom 2 (O): -0.587, atom 3 (C): -0.103, atom 4 (C): -0.377, atom 5 (C): -0.367, atom 6 (C): 0.016, atom 7 (O): -0.703, atom 8 (H): 0.167, atom 9 (H): 0.192, atom 10 (H): 0.163, atom 11 (H): 0.169, atom 12 (H): 0.186, atom 13 (H): 0.393, atom 14 (H): 0.197, atom 15 (H): 0.207, atom 16 (H): 0.188, atom 17 (H): 0.505

=====

(2)
The following is a quantum chemistry calculation of 2 unconnected molecules or ions with the total composition C5H10O2, from the OMol25 dataset.

Properties
- SMILES: C/C=C/O.C=CO
- Spin multiplicity: 1

The geometry in XYZ format:
```
17
C5H10O2 ωB97M-V with the def2-TZVPD basis set
C -2.38 -1.01 0.97
C -1.28 -0.37 0.19
C -0.20 -1.04 -0.19
O 0.48 -0.74 -1.32
H -2.99 -0.37 1.61
H -1.98 -1.83 1.59
H -3.04 -1.47 0.23
H -1.48 0.57 -0.32
H 0.06 -1.98 0.31
H 1.37 -1.10 -1.26
C 1.91 0.79 0.57
C 1.49 1.65 -0.35
O 1.93 1.62 -1.63
H 1.51 0.84 1.57
H 2.58 -0.03 0.32
H 0.74 2.40 -0.12
H 1.28 2.07 -2.18
```

Need the natural (NBO) charges? In units of e they are: atom 1 (C): -0.628, atom 2 (C): -0.290, atom 3 (C): 0.141, atom 4 (O): -0.681, atom 5 (H): 0.210, atom 6 (H): 0.208, atom 7 (H): 0.212, atom 8 (H): 0.194, atom 9 (H): 0.156, atom 10 (H): 0.478, atom 11 (C): -0.516, atom 12 (C): 0.150, atom 13 (O): -0.686, atom 14 (H): 0.216, atom 15 (H): 0.189, atom 16 (H): 0.165, atom 17 (H): 0.481

=====

(3)
The following is a quantum chemistry calculation of C5H10O2 in the gas phase, from the OMol25 dataset.

Properties
- SMILES: C[C@@H]1[C@H](O)C[C@@H]1O
- Spin multiplicity: 1

The geometry in XYZ format:
```
17
C5H10O2 ωB97M-V with the def2-TZVPD basis set
C -1.48 -0.60 -0.56
C -0.68 0.12 0.52
C 0.30 1.22 0.00
O 0.09 1.81 -1.26
C 1.39 0.15 -0.05
C 0.59 -0.66 0.97
O 0.63 -2.06 0.85
H -2.30 0.03 -0.91
H -1.89 -1.52 -0.15
H -0.87 -0.86 -1.44
H -1.36 0.43 1.33
H 0.50 1.97 0.77
H -0.46 2.60 -1.15
H 2.45 0.39 0.10
H 1.25 -0.34 -1.03
H 0.85 -0.42 2.01
H 0.99 -2.27 -0.02
```

Need the natural (NBO) charges? In units of e they are: atom 1 (C): -0.616, atom 2 (C): -0.264, atom 3 (C): 0.104, atom 4 (O): -0.714, atom 5 (C): -0.451, atom 6 (C): 0.105, atom 7 (O): -0.706, atom 8 (H): 0.214, atom 9 (H): 0.222, atom 10 (H): 0.205, atom 11 (H): 0.201, atom 12 (H): 0.165, atom 13 (H): 0.472, atom 14 (H): 0.215, atom 15 (H): 0.205, atom 16 (H): 0.175, atom 17 (H): 0.467

=====

(4)
The following is a quantum chemistry calculation of C5H10O2 in the gas phase, from the OMol25 dataset.

Properties
- SMILES: C[C@H]1OCC[C@H]1O
- Spin multiplicity: 1

The geometry in XYZ format:
```
17
C5H10O2 ωB97M-V with the def2-TZVPD basis set
C 2.20 -0.33 -0.30
C 0.81 0.22 0.17
O -0.13 1.09 -0.82
C -1.42 1.16 -0.13
C -1.51 -0.14 0.69
C -0.23 -0.87 0.31
O -0.33 -1.27 -1.05
H 2.65 0.38 -0.99
H 2.13 -1.31 -0.80
H 2.92 -0.43 0.54
H 0.95 0.95 0.96
H -2.29 1.25 -0.82
H -1.45 2.06 0.50
H -1.56 0.07 1.76
H -2.37 -0.76 0.42
H -0.03 -1.72 0.99
H -0.35 -0.35 -1.42
```

Need the natural (NBO) charges? In units of e they are: atom 1 (C): -0.646, atom 2 (C): 0.088, atom 3 (O): -0.580, atom 4 (C): -0.089, atom 5 (C): -0.458, atom 6 (C): 0.050, atom 7 (O): -0.737, atom 8 (H): 0.229, atom 9 (H): 0.238, atom 10 (H): 0.223, atom 11 (H): 0.190, atom 12 (H): 0.200, atom 13 (H): 0.179, atom 14 (H): 0.207, atom 15 (H): 0.225, atom 16 (H): 0.200, atom 17 (H): 0.481

=====

(5)
The following is a quantum chemistry calculation of C5H10O2 in the gas phase, from the OMol25 dataset.

Properties
- SMILES: C[C@@H](O)CCC=O
- Spin multiplicity: 1

The geometry in XYZ format:
```
17
C5H10O2 ωB97M-V with the def2-TZVPD basis set
C -1.76 0.32 -0.10
C -0.73 -0.73 -0.52
O -0.05 -0.32 -1.70
C 0.30 -1.08 0.57
C 1.44 -0.07 0.81
C 1.31 1.27 0.13
O 0.75 2.20 0.67
H -2.33 -0.05 0.74
H -1.34 1.28 0.28
H -2.47 0.53 -0.92
H -1.21 -1.68 -0.81
H -0.17 0.63 -1.72
H -0.12 -1.34 1.55
H 0.75 -2.00 0.21
H 2.41 -0.55 0.64
H 1.48 0.26 1.84
H 1.87 1.47 -0.80
```

Need the natural (NBO) charges? In units of e they are: atom 1 (C): -0.671, atom 2 (C): 0.096, atom 3 (O): -0.714, atom 4 (C): -0.415, atom 5 (C): -0.521, atom 6 (C): 0.431, atom 7 (O): -0.542, atom 8 (H): 0.221, atom 9 (H): 0.237, atom 10 (H): 0.217, atom 11 (H): 0.180, atom 12 (H): 0.466, atom 13 (H): 0.219, atom 14 (H): 0.214, atom 15 (H): 0.226, atom 16 (H): 0.232, atom 17 (H): 0.124

=====

(6)
The following is a quantum chemistry calculation of a molecular structure, C5H10O2, from the OMol25 dataset.

Properties
- Spin multiplicity: 1

The geometry in XYZ format:
```
17
C5H10O2 ωB97M-V with the def2-TZVPD basis set
C -0.58 -1.20 -2.23
O -0.91 -0.99 -0.88
C 0.03 -0.20 -0.22
C -0.05 1.33 -0.45
O -0.37 1.52 0.95
C -0.35 0.16 1.19
C -0.61 -0.48 2.32
H -0.55 -0.25 -2.79
H 0.39 -1.71 -2.33
H -1.36 -1.83 -2.66
H 1.05 -0.62 -0.33
H -0.88 1.63 -1.09
H 0.88 1.84 -0.72
H 2.70 1.30 1.73
H -0.55 -1.56 2.35
H 2.06 0.99 1.96
H -0.89 0.06 3.21
```

Need the natural (NBO) charges? In units of e they are: atom 1 (C): -0.253, atom 2 (O): -0.510, atom 3 (C): 0.017, atom 4 (C): -0.093, atom 5 (O): -0.494, atom 6 (C): 0.309, atom 7 (C): -0.503, atom 8 (H): 0.164, atom 9 (H): 0.167, atom 10 (H): 0.201, atom 11 (H): 0.182, atom 12 (H): 0.189, atom 13 (H): 0.186, atom 14 (H): -0.010, atom 15 (H): 0.219, atom 16 (H): 0.007, atom 17 (H): 0.219

=====

Number 1: frontier orbital gap 7.86 eV. Number 2: frontier orbital gap 9.27 eV. Number 3: frontier orbital gap 10.62 eV. Number 4: frontier orbital gap 10.93 eV. Number 5: frontier orbital gap 10.71 eV. Number 6: frontier orbital gap 9.86 eV.